Entry 1:
# C35H88N6O15P

6 unconnected molecules or ions with the total composition C35H88N6O15P in a non-equilibrium geometry (wB97M-V/def2-TZVPD, OMol25).

```
145
Properties=species:S:1:pos:R:3:forces:R:3
P -0.1394 3.4420 -10.4322 -4.9 -5.6 -0.2
O -2.2905 -0.5118 1.3510 0.3 0.0 0.3
O 1.0753 2.4315 -9.8415 -1.6 3.8 -1.7
O -1.5221 3.0753 -9.9110 4.0 1.2 -0.9
O 1.2534 -8.3150 -0.6824 0.5 0.1 0.0
O 4.1473 2.8088 0.2238 -0.1 0.3 0.3
O -2.2528 5.6867 -11.4695 3.4 1.8 0.1
O -0.4842 4.6669 -7.5777 0.5 0.8 -1.3
O -4.7148 -4.3065 12.4608 0.4 -0.1 0.0
O -0.2247 3.3842 -12.1352 1.5 0.8 3.0
O -0.2890 -5.0724 2.0844 -0.1 -0.4 0.0
O 3.1955 3.5224 -8.3670 -0.3 -0.3 -0.3
O -4.9912 -1.7699 8.7144 -0.2 0.1 0.4
O -3.5744 -0.3774 5.6949 -0.4 -0.2 0.0
O 0.5926 2.5035 -2.5670 0.3 -0.4 0.0
O 6.7601 3.8227 -5.5905 -0.3 0.3 0.3
N 1.7945 -7.3989 2.1009 -0.2 -0.2 0.1
N 0.2397 5.1139 -9.8843 1.4 -0.1 -0.6
N -3.4890 -2.4126 3.5198 0.3 -0.1 0.1
N 1.2353 2.2266 0.4755 0.1 -0.3 0.0
N -3.1832 -2.0590 11.2439 -0.2 0.2 0.2
N 3.8512 3.2417 -5.3251 0.0 -0.3 -0.3
C -5.6347 -2.9064 9.2719 0.1 -0.1 -0.4
C 6.7017 5.1920 -5.2202 0.2 -0.2 -0.2
C 1.1160 -8.6379 1.7164 0.4 0.3 -0.3
C 4.0875 4.1765 0.5975 0.1 -0.2 -0.2
C 2.3253 1.2630 0.6371 0.0 0.6 0.1
C 0.1820 6.1555 -10.9753 0.0 1.8 -0.8
C 4.5702 3.8926 -8.4367 0.1 0.5 -0.3
C 2.7086 2.7095 -6.0702 0.3 0.5 -0.1
C 2.9335 2.3717 -7.5507 -0.6 -0.4 0.6
C 1.6571 -9.1680 0.3906 -0.6 -0.1 0.2
C -3.3331 -0.9126 10.3459 0.0 -0.4 -0.2
C 1.9612 2.8778 -2.6318 -0.4 0.4 -0.2
C 4.9423 2.2777 -5.1655 0.1 0.5 0.1
C -4.9469 -0.0395 5.5668 0.2 0.1 0.1
C -4.0294 -1.9815 12.4360 0.2 -0.5 -0.2
C -4.0176 -3.3030 13.2010 -0.5 0.4 0.0
C -0.4473 -5.4717 0.7312 0.1 0.4 0.0
C -0.5596 5.5596 -8.6913 -1.3 1.5 3.2
C -2.4422 0.4536 2.3823 -0.2 0.1 -0.4
C 0.3280 1.3624 -1.7555 -0.6 0.0 0.2
C -2.7761 -2.7564 2.2882 -0.3 0.2 0.0
C -1.6294 6.3040 -5.9580 0.3 0.7 0.3
C -3.3636 -1.7759 5.8976 0.6 0.0 -0.1
C -1.7329 -1.7507 1.7799 -0.1 -0.4 -0.3
C -0.3825 5.3730 -6.3169 -0.2 0.0 1.8
C -0.2425 -6.1476 3.0166 0.2 0.2 0.5
C 6.1913 2.9551 -4.6074 0.1 -0.5 -0.3
C 0.0951 1.6967 -0.2751 0.1 0.3 -0.1
C 1.1673 -6.7173 3.2344 0.1 0.2 -0.3
C -3.8685 -5.3569 12.0200 -0.3 0.1 0.0
C 3.5727 1.9387 1.2019 0.0 -0.6 -0.4
C -4.6917 -0.7402 9.6505 0.4 0.3 -0.2
C -1.2691 6.4275 -11.5728 -2.4 -1.0 -0.3
C -2.6265 -2.3755 4.7021 -0.5 0.3 -0.1
C 2.3441 -7.6522 -1.3021 -0.3 0.0 0.0
H 0.6154 5.9370 -6.2291 -1.4 -0.6 -0.5
H 4.7413 4.3730 -9.4030 0.0 -0.1 0.0
H 2.6351 2.0216 -2.5450 0.0 0.0 0.1
H 2.1856 3.6193 -1.8624 0.3 -0.1 0.1
H -0.2912 0.8098 0.2378 0.0 0.0 -0.1
H -6.2618 -3.3518 8.4958 0.0 0.1 0.0
H 1.1526 -7.3937 4.0952 -0.1 0.0 -0.1
H -1.6539 5.7636 -8.9061 1.5 -0.6 -0.6
H 1.5884 3.0432 -0.0109 0.0 -0.1 0.1
H -5.5139 -0.3824 6.4375 0.0 -0.1 -0.1
H -2.3572 1.4450 1.9305 0.1 -0.1 0.0
H 1.0919 0.5907 -1.8989 0.2 0.1 0.0
H -1.6777 0.3631 3.1575 -0.1 -0.1 0.0
H -5.0676 -1.7603 12.1646 -0.1 0.0 0.2
H -5.0236 1.0475 5.5094 0.1 -0.1 0.0
H -2.1470 6.7819 -6.8492 0.8 -0.6 0.9
H 2.8108 -6.9415 -0.6141 0.2 0.0 0.0
H 1.9209 3.4693 -6.0170 -0.1 -0.1 -0.1
H -0.9770 -4.6734 0.2051 0.0 0.0 0.1
H -0.5695 -5.7250 3.9726 0.0 0.0 -0.1
H -2.5713 -1.0251 9.5675 -0.1 0.1 0.0
H 1.2380 5.0817 -9.5686 -0.7 0.1 0.0
H 4.5670 4.3358 1.5679 -0.1 0.1 0.0
H -1.7354 -1.7653 4.5165 0.2 0.0 0.2
H 6.9396 2.1857 -4.3939 -0.1 0.0 0.0
H 1.8266 -5.8849 3.5008 -0.1 0.0 0.1
H -5.3699 -0.4656 4.6525 -0.2 -0.1 0.0
H -1.4178 7.4197 -12.1389 0.8 -1.2 0.7
H 2.3246 1.8239 -5.5545 0.1 0.0 -0.1
H -5.5146 -0.6004 10.3594 0.0 -0.2 0.0
H -2.7291 -1.8735 6.7841 -0.1 -0.1 0.0
H 3.0867 -8.3733 -1.6565 0.1 0.1 0.0
H -2.4351 5.7824 -5.3456 1.2 0.5 -0.9
H 5.2380 3.0333 -8.3577 -0.1 0.0 0.1
H -0.9183 -1.5902 2.4940 -0.1 0.1 0.1
H 0.9136 5.8936 -11.8032 -1.0 0.2 0.9
H 5.6659 5.5427 -5.1838 0.0 0.1 0.2
H -3.1481 -4.9937 11.2816 0.2 -0.1 0.0
H 2.0057 0.4682 1.3174 0.0 0.0 0.0
H -0.6046 0.9360 -2.1392 0.0 0.1 0.0
H -4.4920 -6.1183 11.5493 0.0 0.1 0.0
H 4.8026 4.6272 -7.6652 0.2 -0.1 0.1
H -2.3075 -3.3930 4.9476 0.0 0.0 0.0
H 4.2020 4.0576 -5.8147 0.0 -0.1 0.1
H -3.9191 -1.5023 3.3985 0.0 -0.1 0.1
H 3.0522 4.5274 0.6293 0.0 0.1 0.2
H 5.9771 3.4774 -3.6699 -0.1 0.1 -0.1
H 7.1860 5.3542 -4.2530 -0.1 0.1 0.0
H 1.2110 -10.1491 0.1987 0.0 0.0 0.0
H 2.0007 1.9451 -7.9261 0.1 0.0 0.2
H 2.7430 -9.2996 0.4271 0.0 0.2 0.0
H -2.9973 -3.6093 13.4521 0.0 0.0 -0.2
H -0.0890 6.5554 -8.3454 -0.5 -1.3 -0.9
H 0.5274 -5.5827 0.2525 0.0 -0.2 -0.2
H -0.6918 2.4562 -0.2229 0.0 -0.1 -0.1
H 7.2361 5.7697 -5.9756 0.0 -0.1 0.0
H -4.2972 -2.3088 6.0996 0.0 0.1 -0.1
H -0.9760 -6.9203 2.7638 0.1 0.0 -0.2
H 0.5367 7.1516 -10.5202 -0.5 -1.5 -0.6
H 1.8774 2.9888 -9.6269 0.0 -0.8 0.1
H -3.3424 -5.8126 12.8642 0.1 0.0 -0.1
H 5.2074 1.8250 -6.1274 0.2 -0.2 0.1
H 1.9602 -7.1004 -2.1614 -0.1 -0.1 0.1
H -1.0270 -6.3922 0.6317 0.1 0.0 0.0
H 1.2698 -9.3899 2.4957 0.0 0.0 0.0
H 3.3545 2.4589 2.1397 -0.1 0.1 -0.1
H 4.3202 1.1683 1.4168 0.0 0.0 0.0
H 2.1344 3.3530 -3.5981 0.0 -0.1 0.1
H -6.2703 -2.6518 10.1230 0.1 0.0 0.1
H -3.4161 -2.9016 10.7300 0.0 0.1 0.1
H -4.8959 -3.6566 9.5602 -0.1 -0.1 0.2
H -3.0900 0.0043 10.8925 -0.1 0.0 0.0
H 2.5944 0.8122 -0.3248 0.2 -0.2 0.1
H -3.4393 0.3819 2.8203 0.1 0.1 0.3
H 4.6255 1.4844 -4.4823 0.0 0.0 0.0
H 4.6262 4.7562 -0.1537 0.0 -0.1 0.0
H -2.3019 -3.7349 2.4098 0.1 0.1 0.1
H -1.2183 7.1705 -5.3236 -0.7 -1.3 -0.9
H 1.7977 -6.7667 1.3082 0.0 -0.1 0.1
H -3.6617 -1.1836 13.0877 0.0 0.0 0.0
H -1.2694 -2.1906 0.8903 0.0 0.0 0.0
H -3.5377 -2.8715 1.5095 0.1 0.0 0.0
H -0.3361 4.5643 -5.5013 0.0 1.0 -1.5
H -4.6386 0.1848 9.0665 0.0 -0.1 0.0
H -0.6430 2.5362 -12.4056 0.1 0.5 0.5
H 3.6958 1.6012 -7.6991 0.2 0.2 0.0
H -4.5633 -3.1675 14.1403 0.1 0.0 0.0
H 0.0394 -8.4732 1.5976 -0.1 -0.3 0.0
```
Forces are in eV/Å.

Computed properties:
**HOMO level**: -9.36 eV
**E_tot**: -3184.3289 Eh
**LUMO**: -3.34 eV
**Total charge**: +1
**Spin multiplicity**: 1
**Kohn-Sham gap**: 6.023 eV

=====

Entry 2:
# C10H14O2Si

C10H14O2Si in the gas phase in a non-equilibrium geometry (wB97M-V/def2-TZVPD, OMol25).

```
27
Properties=species:S:1:pos:R:3:forces:R:3
Si 0.3498 -1.1141 -0.2360 1.9 3.3 -0.4
O 0.3994 -2.6818 -0.4130 -0.5 -2.3 -0.9
O 1.0670 -0.9101 1.2363 -0.4 0.0 -0.2
C -1.4659 0.9696 -0.1662 0.9 1.8 0.1
C 1.3852 -0.0009 -1.5223 -0.9 0.7 3.6
C -2.4411 -1.1950 -0.1841 -2.0 -1.2 0.9
C -1.3160 -0.3814 -0.2556 -0.6 -2.3 -0.3
C -3.7090 -0.6062 0.0015 0.3 -0.2 0.7
C -3.7688 0.7643 0.2738 -1.9 0.3 0.7
C 3.0261 0.2161 0.3173 -0.9 2.0 2.5
C 2.0756 0.0340 1.5491 -1.4 1.4 -0.6
C 2.3197 0.9878 -0.8317 0.2 0.3 2.3
C -2.6461 1.5638 0.2260 -0.6 0.4 -0.2
H -4.7146 1.2757 0.6389 1.0 -1.0 -0.7
H 2.6049 -0.4251 2.3336 0.9 -0.3 1.2
H 1.8700 -0.5859 -2.1719 2.5 -2.7 -2.1
H -4.5804 -1.2718 0.1463 0.5 0.7 -0.3
H 1.5208 0.9636 1.9962 1.4 -1.1 -1.1
H 3.2383 -0.7986 0.1189 0.4 -1.2 -1.0
H 3.9681 0.6211 0.7532 -0.5 0.3 -0.7
H 1.7881 1.9027 -0.4124 0.0 -1.4 0.0
H -2.4880 -2.3336 -0.0658 0.8 1.7 -0.7
H -0.5840 1.5775 -0.3577 0.0 0.1 0.3
H 1.0127 -3.2373 0.0726 -0.1 0.2 0.0
H 0.8036 0.5058 -2.1978 -2.2 1.4 -1.3
H -2.7897 2.6220 0.5001 0.6 -0.6 -0.4
H 3.0740 1.5377 -1.3495 0.6 -0.3 -1.5
```
Forces are in eV/Å.

Computed properties:
**Energy above the lowest of the compared OMol25 structures with the same formula, charge and spin**: 176.3 kJ/mol
**HOMO level**: -9.19 eV
**E_tot**: -829.4697 Eh
**LUMO**: 0.77 eV
**SMILES**: O[Si@]1(c2ccccc2)CCCCO1
**Spin multiplicity**: 1
**Kohn-Sham gap**: 9.960 eV

=====

Entry 3:
# C36H45N5O4PS2Ti

A molecular structure, C36H45N5O4PS2Ti (wB97M-V/def2-TZVPD, OMol25).

```
94
Properties=species:S:1:pos:R:3:forces:R:3
Ti 0.3607 -0.6934 0.7858 -0.5 -0.1 -0.4
S 1.5829 0.1220 3.1568 0.0 0.0 0.0
S -3.5620 -0.2674 -1.5227 0.0 0.0 -0.1
P -0.9947 1.4872 1.6444 0.1 0.0 0.0
O 0.3878 -0.7513 3.1196 0.0 0.1 0.0
O 1.9366 0.2433 1.6939 0.0 -0.1 0.0
O 2.6508 -0.2698 4.0082 0.0 -0.1 0.0
O -0.0072 0.8860 -1.8978 0.0 0.0 -0.1
N -0.8159 -1.9721 -0.9170 0.0 -0.1 0.1
N -1.5145 -1.7360 1.5058 0.0 0.0 0.1
N -2.6652 1.9717 -2.7449 0.0 0.0 0.0
N 1.6005 -0.4765 -0.7742 0.2 0.0 -0.1
N -2.4722 0.1626 -3.9476 0.0 0.0 0.0
C -1.6171 -3.1394 1.0686 0.0 0.0 0.0
C 5.7750 -0.6264 -1.2210 0.0 0.0 0.0
C -0.0195 2.3453 2.9463 0.0 -0.1 0.0
C -0.3805 3.4430 -0.1629 0.0 0.0 0.0
C -2.6864 3.4885 0.5259 0.0 0.0 0.0
C -2.4628 0.8343 3.9359 0.0 0.0 0.0
C 3.6983 -1.6925 -0.5698 0.0 0.0 0.0
C -1.4303 2.8888 0.5707 0.0 0.1 0.0
C 1.7603 -3.0654 0.6197 0.1 -0.1 0.2
C -2.8907 4.6165 -0.2609 0.0 0.0 0.0
C -1.6258 -3.1230 -0.4576 0.0 0.0 0.0
C -1.8546 2.3923 -3.8865 0.0 0.0 0.0
C 2.5509 1.7557 -3.3765 0.0 0.0 0.0
C -2.0907 1.2344 -4.8654 0.0 0.0 0.0
C 5.0728 0.4997 -1.6131 0.0 0.0 0.0
C -4.7754 0.2028 2.5327 0.0 0.0 0.0
C -2.8725 0.6487 -2.7618 0.0 0.0 0.0
C -0.3749 3.6324 3.3309 0.0 0.0 0.0
C 0.5770 0.2287 -1.0674 0.0 0.2 0.3
C 3.1159 -4.0280 -1.2012 0.0 0.0 0.0
C -2.5005 1.0107 2.5529 0.0 0.0 0.0
C -3.6646 0.6832 1.8543 0.0 0.0 0.0
C 1.0460 1.7349 3.6125 0.0 0.1 0.1
C 3.6931 0.5715 -1.4910 0.0 0.0 0.0
C -4.7324 0.0321 3.9093 0.0 0.0 0.0
C 3.0059 -0.5496 -0.9868 -0.1 0.0 0.0
C 2.9723 1.8384 -1.9063 0.0 0.0 0.0
C 0.3046 4.2825 4.3527 0.0 0.0 0.0
C 1.3529 3.6562 5.0056 0.0 0.0 0.0
C 3.7817 3.1108 -1.6578 0.0 0.0 0.0
C 5.0865 -1.6991 -0.6981 0.0 0.0 0.0
C 1.7310 2.3743 4.6338 0.0 0.0 0.0
C 3.1279 -3.0088 -0.0521 0.0 0.0 -0.1
C -1.8417 5.1609 -0.9872 0.0 0.0 0.0
C -0.5814 4.5772 -0.9308 0.0 0.0 0.0
C -3.5752 0.3471 4.6074 0.0 0.0 0.0
H -2.0033 6.0447 -1.5905 0.0 0.0 0.0
H -0.8054 2.4555 -3.5952 0.0 0.0 0.0
H 3.4389 1.7218 -4.0117 0.0 0.0 0.0
H 0.2431 5.0055 -1.4859 0.0 0.0 0.0
H -2.6227 2.4477 -1.8574 0.0 0.0 0.0
H 2.8092 -5.0148 -0.8491 0.0 0.0 0.0
H 5.6319 -2.5766 -0.3705 0.0 0.0 0.0
H -0.7505 -3.6753 1.4557 0.0 0.0 0.0
H -1.5766 -1.6483 2.5163 0.0 0.0 0.0
H -1.1964 0.9775 -5.4284 0.0 0.0 0.0
H 2.4195 -3.7088 -1.9819 0.0 0.0 0.0
H -5.6736 -0.0382 1.9791 0.0 0.0 0.0
H -1.5698 1.0728 4.4977 0.0 0.0 0.0
H 6.8527 -0.6570 -1.3079 0.0 0.0 0.0
H 3.8483 -3.3534 0.6935 0.0 0.0 0.0
H -3.5353 0.2180 5.6808 0.0 0.0 0.0
H 4.6311 3.1961 -2.3366 0.0 0.0 0.0
H 0.9627 -2.9450 -0.1058 0.0 0.0 0.0
H 4.1561 3.1565 -0.6343 0.0 0.0 0.0
H 2.5499 1.8645 5.1210 0.0 0.0 0.0
H 1.9631 2.6317 -3.6593 0.0 0.0 0.0
H -2.7902 -0.7414 -4.2500 0.0 0.0 0.0
H 1.6297 -2.4087 1.4959 0.2 0.1 0.0
H -3.8697 5.0759 -0.2921 0.0 0.0 0.0
H -3.5048 3.0952 1.1119 0.0 0.0 0.0
H 0.0098 5.2839 4.6366 0.0 0.0 0.0
H -3.7046 0.7855 0.7760 0.0 0.0 0.0
H -1.4683 -1.2638 -1.2747 0.0 0.0 0.0
H -0.2266 -2.2270 -1.7025 0.0 0.0 0.0
H -2.9046 1.4528 -5.5604 0.0 0.0 0.0
H -5.5985 -0.3438 4.4374 0.0 0.0 0.0
H 4.1000 -4.1181 -1.6574 0.0 0.0 0.0
H -2.5122 -3.6235 1.4610 0.0 0.0 0.0
H 0.6050 2.9959 -0.1157 0.0 0.0 0.0
H -1.2283 -4.0572 -0.8514 0.0 0.0 0.0
H -2.3041 -1.2114 1.1262 0.0 0.0 0.1
H 1.6321 -4.0635 1.0449 0.0 0.0 0.0
H -1.1906 4.1362 2.8285 0.0 0.0 0.0
H 1.8818 4.1632 5.8010 0.0 0.0 0.0
H -2.6461 -3.0106 -0.8280 0.0 0.0 0.0
H 1.9512 0.8684 -3.5750 0.0 0.0 0.0
H -2.1903 3.3485 -4.2811 0.0 0.0 0.0
H 5.6149 1.3498 -2.0026 0.0 0.0 0.0
H 2.0750 1.9251 -1.2938 0.0 0.0 0.0
H 3.1501 3.9843 -1.8306 0.0 0.0 0.0
```
Forces are in eV/Å.

Computed properties:
**Energy above the lowest of the compared OMol25 structures with the same formula, charge and spin**: 118.5 kJ/mol
**HOMO level**: -10.43 eV
**E_tot**: -3960.7046 Eh
**LUMO**: -2.68 eV
**Total charge**: +1
**Spin multiplicity**: 1
**Kohn-Sham gap**: 7.751 eV

=====

Entry 4:
# C24H10BF5HfN4O2S2

A molecular structure, C24H10BF5HfN4O2S2 in a non-equilibrium geometry (wB97M-V/def2-TZVPD, OMol25).

```
49
Properties=species:S:1:pos:R:3:forces:R:3
Hf 0.5219 0.3282 -0.6063 -3.5 0.4 3.0
S -1.8612 -0.6145 -0.5074 1.1 0.3 -0.4
S -5.4567 3.2194 2.8549 1.0 -0.2 -0.4
F 0.6147 -4.0845 -3.2556 -0.1 -0.1 -0.1
F -1.6166 -4.6597 -4.7696 0.0 0.1 0.2
F 0.4711 -2.1795 -1.2511 -0.2 0.2 -0.7
F -4.0184 -1.3607 -2.4131 -0.1 -0.2 0.0
F -3.9434 -3.3515 -4.2674 0.1 0.0 0.0
O 2.6557 -0.5709 0.4426 -1.6 0.8 -0.6
O 3.8591 -0.3234 -1.4623 0.2 0.3 -0.9
N 0.0314 0.9424 1.5625 -0.1 -0.2 -0.8
N -0.6220 2.3409 -0.7144 0.4 -0.6 0.0
N -4.7886 3.6112 1.4513 -0.1 0.5 -0.7
N -4.2443 2.3402 3.4290 0.3 -0.5 0.7
C -3.5825 3.0644 1.3691 -0.6 -0.3 1.2
C -2.9182 -2.0799 -2.5842 0.6 0.0 0.0
C 4.4865 -1.6690 1.7796 -0.4 0.1 -0.1
C -1.8002 -1.7930 -1.7971 0.0 -0.7 -0.4
C -2.0648 3.8096 -1.9472 0.0 -0.1 0.2
C -2.6806 3.1305 0.2656 0.8 -0.3 -0.5
C -1.6713 0.8694 3.7797 0.2 -0.1 -0.3
C -0.4671 0.2000 3.7941 -0.1 0.2 -0.2
C 5.8044 -2.0879 1.6701 -0.1 0.0 0.0
C 5.9644 -1.3608 -0.6413 -0.3 0.1 -0.1
C -3.2610 2.3134 2.5379 -1.1 0.8 -0.4
C -1.1409 1.6417 1.5411 -0.4 0.0 0.7
C -1.4787 2.3904 0.3417 -0.6 0.6 -0.1
C -2.9628 3.8523 -0.9023 0.3 -0.2 0.0
C -2.8669 -3.0737 -3.5596 0.2 0.0 0.1
C 4.6567 -0.9322 -0.5250 -0.3 -0.2 0.9
C 3.9269 -1.0872 0.6577 1.0 -0.2 -0.5
C -0.9183 3.0313 -1.8177 0.2 0.1 -0.3
C -2.0207 1.6174 2.6469 0.8 -0.4 -0.3
C -0.6404 -2.5193 -2.0447 -0.3 0.4 0.1
C 0.3500 0.2614 2.6680 0.5 -0.1 0.1
C -1.6724 -3.7613 -3.8067 -0.2 0.2 0.3
C 6.5228 -1.9409 0.4870 0.0 0.0 0.0
C -0.5394 -3.4797 -3.0373 0.1 0.2 0.2
B 2.6509 -0.0706 -0.9251 2.3 -1.1 -0.1
H 6.5099 -1.2547 -1.5647 0.1 0.0 -0.1
H 7.5412 -2.2915 0.4454 0.1 0.0 0.0
H 6.2824 -2.5437 2.5232 0.0 0.0 0.1
H -0.1598 -0.3813 4.6492 0.1 0.0 0.0
H 3.9276 -1.8038 2.6908 -0.1 0.0 0.1
H -2.2431 4.3554 -2.8592 0.0 0.0 -0.1
H -0.1999 2.9704 -2.6317 -0.1 0.0 0.1
H -2.3678 0.8148 4.6015 0.0 0.0 0.2
H 1.3139 -0.2422 2.6597 -0.2 0.0 -0.1
H -3.8834 4.4125 -0.9577 -0.1 0.1 0.0
```
Forces are in eV/Å.

Computed properties:
**Energy above the lowest of the compared OMol25 structures with the same formula, charge and spin**: 0.0 kJ/mol
**HOMO level**: -14.22 eV
**E_tot**: -2658.1873 Eh
**LUMO**: -8.02 eV
**Total charge**: +2
**Spin multiplicity**: 1
**Kohn-Sham gap**: 6.199 eV

=====

The highest HOMO level belongs to which entry? C10H14O2Si